1.
# C33H73N4O3

A 5-piece molecular cluster, C33H73N4O3 overall (ωB97M-V with the def2-TZVPD basis set, the OMol25 dataset).

As for the total charge: +3. Its spin multiplicity is 1. The relative energy (zero: lowest compared OMol25 entry of this formula, charge and spin) is 5.7 kcal per mole. For the HOMO energy, the calculation gives -0.462 hartree. For the HOMO-LUMO gap, the calculation gives 0.268 hartree. As for the total energy: -47482.4488 eV.

Atoms and positions in Å:
O1 0.11 -0.18 1.37
C1 0.36 -0.26 0.03
O2 1.36 -0.91 -0.33
O3 -0.40 0.24 -0.80
H1 0.91 -0.66 1.60
C2 -4.56 3.20 2.06
C3 -4.18 2.85 3.50
C4 -2.72 3.23 3.73
N1 -2.15 2.91 5.18
C5 -2.17 1.42 5.52
C6 -2.90 3.70 6.33
C7 -2.39 5.18 6.25
C8 -0.95 5.01 5.68
C9 -0.74 3.55 5.31
H2 -4.14 2.56 1.28
H3 -4.24 4.18 1.68
H4 -5.61 3.12 1.76
H5 -4.49 1.82 3.71
H6 -4.82 3.48 4.13
H7 -2.57 4.31 3.61
H8 -2.00 2.58 3.22
H9 -1.80 1.31 6.54
H10 -1.60 0.79 4.83
H11 -3.21 1.12 5.48
H12 -2.70 3.20 7.28
H13 -3.99 3.64 6.28
H14 -2.39 5.58 7.27
H15 -3.01 5.86 5.68
H16 -0.14 5.32 6.35
H17 -0.79 5.61 4.78
H18 -0.29 3.03 6.16
H19 -0.17 3.25 4.44
C10 -1.00 5.56 -1.55
C11 0.44 5.73 -2.16
C12 1.37 4.53 -2.02
N2 2.84 4.75 -2.50
C13 2.91 5.32 -3.90
C14 3.74 5.62 -1.58
C15 4.30 4.62 -0.54
C16 3.99 3.23 -1.08
C17 3.60 3.42 -2.51
H20 -1.58 6.34 -2.04
H21 -0.88 5.56 -0.46
H22 -1.38 4.63 -1.97
H23 0.90 6.55 -1.61
H24 0.51 5.99 -3.22
H25 0.98 3.67 -2.56
H26 1.46 4.20 -0.98
H27 2.43 6.29 -3.93
H28 2.49 4.65 -4.65
H29 3.96 5.54 -4.08
H30 4.42 6.26 -2.15
H31 3.11 6.35 -1.08
H32 5.35 4.82 -0.31
H33 3.83 4.82 0.42
H34 4.81 2.56 -0.85
H35 3.09 2.94 -0.54
H36 4.41 3.62 -3.20
H37 3.04 2.56 -2.89
C18 5.76 -2.02 -4.74
C19 4.95 -3.21 -4.32
C20 3.52 -2.93 -4.55
N3 2.62 -4.13 -4.22
C21 1.17 -3.59 -4.36
C22 2.82 -4.72 -2.78
C23 3.29 -6.21 -2.87
C24 3.88 -6.32 -4.26
C25 2.97 -5.34 -5.10
H38 5.51 -1.11 -4.20
H39 5.51 -1.80 -5.78
H40 6.85 -2.08 -4.73
H41 5.21 -3.70 -3.39
H42 5.29 -3.94 -5.06
H43 3.28 -2.76 -5.60
H44 3.18 -2.22 -3.80
H45 1.14 -3.09 -5.33
H46 0.94 -2.92 -3.54
H47 0.64 -4.54 -4.43
H48 1.88 -4.63 -2.23
H49 3.65 -4.19 -2.31
H50 2.43 -6.81 -2.57
H51 4.10 -6.32 -2.14
H52 3.74 -7.30 -4.72
H53 4.94 -6.10 -4.25
H54 2.01 -5.83 -5.25
H55 3.17 -5.20 -6.16
C26 -5.33 -1.86 -0.57
C27 -4.30 -2.99 -0.28
C28 -4.18 -3.16 1.23
N4 -3.42 -4.43 1.71
C29 -4.26 -5.69 1.58
C30 -2.94 -4.28 3.23
C31 -1.39 -4.15 3.15
C32 -1.04 -5.02 1.96
C33 -2.05 -4.51 0.94
H56 -5.96 -2.29 -1.35
H57 -4.82 -0.97 -0.92
H58 -5.98 -1.55 0.25
H59 -3.32 -2.74 -0.68
H60 -4.52 -4.01 -0.60
H61 -5.14 -3.34 1.71
H62 -3.66 -2.28 1.60
H63 -4.87 -5.70 0.67
H64 -4.96 -5.60 2.40
H65 -3.56 -6.52 1.67
H66 -3.16 -5.22 3.73
H67 -3.53 -3.45 3.62
H68 -0.96 -4.65 4.02
H69 -0.96 -3.15 3.18
H70 -1.06 -6.09 2.16
H71 -0.01 -4.81 1.67
H72 -2.14 -5.17 0.08
H73 -1.74 -3.53 0.59

***

2.
# C33H73NO22S7

A 8-piece molecular cluster, C33H73NO22S7 overall (ωB97M-V with the def2-TZVPD basis set, the OMol25 dataset).

As for the total charge: 0. Its spin multiplicity is 1. Its SMILES is C#CCCC[C@@H]1NC(=O)C[C@H]1CC=C.CCOS(C)(=O)=O.CCOS(C)(=O)=O.CCOS(C)(=O)=O.CCOS(C)(=O)=O.CCOS(C)(=O)=O.CCOS(C)(=O)=O.CCOS(C)(=O)=O. For the HOMO energy, the calculation gives -0.303 hartree. For the HOMO-LUMO gap, the calculation gives 0.315 hartree. As for the total energy: -157780.1466 eV.

Atoms and positions in Å:
C1 6.83 0.46 1.91
C2 5.65 0.40 1.74
C3 4.22 0.31 1.46
C4 3.55 1.67 1.18
C5 2.46 1.64 0.09
C6 1.61 0.38 0.06
N1 1.55 -0.29 -1.28
C7 0.75 -1.44 -0.91
O1 0.89 -2.55 -1.36
C8 -0.23 -1.00 0.19
C9 0.11 0.49 0.39
C10 -0.16 1.05 1.78
C11 -1.62 0.90 2.08
C12 -2.06 0.05 3.04
H1 7.88 0.40 2.00
H2 3.75 -0.16 2.33
H3 4.05 -0.39 0.64
H4 4.34 2.33 0.83
H5 3.19 2.11 2.11
H6 1.79 2.47 0.28
H7 2.92 1.84 -0.87
H8 1.92 -0.44 0.71
H9 0.94 0.25 -1.89
H10 -1.27 -1.27 0.05
H11 0.09 -1.61 1.05
H12 -0.50 0.95 -0.39
H13 0.15 2.09 1.78
H14 0.45 0.53 2.53
H15 -2.33 1.49 1.50
H16 -1.60 0.05 4.02
H17 -2.87 -0.65 2.84
O2 4.41 -5.18 3.03
S1 3.03 -5.55 3.05
O3 2.61 -6.81 2.51
O4 2.18 -4.38 2.40
C13 2.52 -3.95 1.06
C14 2.10 -4.93 -0.01
C15 2.40 -5.40 4.69
H18 3.58 -3.73 1.01
H19 1.99 -3.01 0.93
H20 2.66 -5.86 0.08
H21 2.28 -4.51 -0.99
H22 1.04 -5.17 0.09
H23 2.70 -4.43 5.09
H24 2.84 -6.21 5.27
H25 1.32 -5.50 4.66
O5 -2.96 1.49 -2.08
S2 -4.04 0.66 -1.63
O6 -3.78 -0.53 -0.88
O7 -4.96 0.31 -2.87
C16 -4.33 -0.31 -4.02
C17 -3.98 -1.77 -3.80
C18 -5.21 1.63 -0.75
H26 -3.46 0.27 -4.32
H27 -5.06 -0.23 -4.83
H28 -3.21 -1.88 -3.03
H29 -3.61 -2.21 -4.72
H30 -4.85 -2.33 -3.46
H31 -5.43 2.53 -1.32
H32 -4.74 1.89 0.20
H33 -6.10 1.04 -0.58
O8 -4.73 -5.24 -1.13
S3 -4.42 -5.83 0.14
O9 -4.74 -5.14 1.35
O10 -2.89 -6.25 0.15
C19 -1.91 -5.24 -0.14
C20 -1.71 -4.26 1.00
C21 -5.10 -7.45 0.21
H34 -2.17 -4.72 -1.07
H35 -0.98 -5.78 -0.33
H36 -2.61 -3.66 1.16
H37 -0.89 -3.58 0.78
H38 -1.49 -4.78 1.93
H39 -4.84 -7.99 -0.70
H40 -6.18 -7.34 0.30
H41 -4.70 -7.95 1.09
O11 1.23 4.24 -1.98
S4 0.89 3.95 -3.34
O12 1.75 3.16 -4.16
O13 0.57 5.33 -4.09
C22 1.59 6.35 -4.07
C23 2.75 6.04 -4.99
C24 -0.74 3.28 -3.41
H42 1.93 6.51 -3.04
H43 1.09 7.26 -4.39
H44 3.31 5.17 -4.66
H45 3.44 6.89 -5.02
H46 2.40 5.84 -6.00
H47 -1.40 3.90 -2.81
H48 -0.69 2.28 -3.00
H49 -1.06 3.25 -4.44
O14 5.31 3.00 4.01
S5 6.30 3.87 4.57
O15 7.69 3.65 4.31
O16 6.07 3.95 6.14
C25 6.06 2.71 6.88
C26 7.44 2.11 7.05
C27 5.91 5.54 4.19
H50 5.38 2.01 6.41
H51 5.64 2.96 7.86
H52 7.86 1.80 6.10
H53 7.39 1.24 7.70
H54 8.13 2.84 7.48
H55 4.87 5.73 4.41
H56 6.11 5.68 3.13
H57 6.55 6.19 4.78
O17 -4.81 -3.62 -6.32
S6 -4.74 -3.48 -7.75
O18 -5.24 -2.30 -8.37
O19 -5.39 -4.76 -8.42
C28 -6.75 -5.10 -8.05
C29 -7.78 -4.17 -8.66
C30 -3.09 -3.76 -8.28
H58 -6.83 -5.13 -6.97
H59 -6.89 -6.11 -8.42
H60 -7.68 -3.16 -8.27
H61 -8.78 -4.53 -8.44
H62 -7.65 -4.11 -9.74
H63 -2.71 -4.67 -7.83
H64 -2.50 -2.90 -7.96
H65 -3.08 -3.83 -9.37
O20 0.31 3.87 3.22
S7 0.66 4.49 4.46
O21 0.08 4.03 5.69
O22 0.45 6.06 4.33
C31 -0.85 6.53 3.93
C32 -1.89 6.41 5.03
C33 2.41 4.50 4.62
H66 -1.17 6.00 3.02
H67 -0.71 7.57 3.66
H68 -2.09 5.37 5.27
H69 -2.82 6.87 4.70
H70 -1.54 6.90 5.93
H71 2.85 4.87 3.70
H72 2.73 3.48 4.80
H73 2.69 5.13 5.47